Density functional theory data (ωB97M-V/def2-TZVPD) for a 8-piece molecular cluster, C14H44N2O8 overall at a distorted geometry.

Last columns: bonded neighbours and bond lengths (Å).
Atoms and positions in Å:
1 C 1.105 14.427 -10.822  C2 1.502, H4 1.088, H5 1.084, H6 1.064
2 C 0.375 14.278 -12.126  C1 1.502, O3 1.377, H7 1.089, H8 1.118
3 O -0.692 13.409 -12.065  C2 1.377, H9 0.982
4 H 1.902 15.161 -10.907  C1 1.088
5 H 1.611 13.516 -10.524  C1 1.084
6 H 0.480 14.739 -10.019  C1 1.064
7 H 1.118 13.807 -12.766  C2 1.089
8 H 0.012 15.208 -12.628  C2 1.118
9 H -1.074 13.394 -12.970  O3 0.982
10 C -6.321 14.180 -8.677  C11 1.551, H13 1.081, H14 1.060, H15 1.061
11 C -6.229 13.035 -9.720  C10 1.551, O12 1.413, H16 1.017, H17 1.074
12 O -4.844 12.885 -9.951  C11 1.413, H18 0.980
13 H -7.328 14.548 -8.540  C10 1.081
14 H -5.815 15.058 -8.990  C10 1.060
15 H -6.032 13.811 -7.725  C10 1.061
16 H -6.761 13.322 -10.538  C11 1.017
17 H -6.625 12.130 -9.297  C11 1.074
18 H -4.484 12.277 -9.272  O12 0.980
19 C -5.807 19.035 -7.515  C20 1.511, H22 1.098, H23 1.113, H24 1.080
20 C -4.888 17.881 -7.842  C19 1.511, O21 1.391, H25 1.064, H26 1.100
21 O -4.199 18.139 -9.022  C20 1.391, H27 0.931
22 H -5.168 19.913 -7.359  C19 1.098
23 H -6.283 18.732 -6.556  C19 1.113
24 H -6.630 19.131 -8.209  C19 1.080
25 H -5.442 16.972 -7.825  C20 1.064
26 H -4.100 17.852 -7.075  C20 1.100
27 H -3.623 17.425 -9.183  O21 0.931
28 C -3.376 14.208 -6.289  C29 1.489, H31 1.088, H32 1.029, H33 1.027
29 C -2.592 15.007 -5.306  C28 1.489, O30 1.378, H34 1.103, H35 1.076
30 O -1.655 15.761 -5.977  C29 1.378, H36 0.970
31 H -2.756 13.459 -6.778  C28 1.088
32 H -3.817 14.820 -6.988  C28 1.029
33 H -4.225 13.773 -5.908  C28 1.027
34 H -2.163 14.225 -4.656  C29 1.103
35 H -3.331 15.574 -4.768  C29 1.076
36 H -1.440 16.507 -5.394  O30 0.970
37 C -1.066 18.038 -11.502  C38 1.536, H40 1.017, H41 1.065, H42 1.110
38 C -0.544 18.418 -10.108  C37 1.536, O39 1.369, H43 1.072, H44 1.067
39 O 0.446 17.551 -9.729  C38 1.369, H45 0.984
40 H -1.721 18.765 -11.782  C37 1.017
41 H -1.530 17.082 -11.558  C37 1.065
42 H -0.227 18.010 -12.229  C37 1.110
43 H -1.285 18.474 -9.335  C38 1.072
44 H -0.027 19.332 -10.295  C38 1.067
45 H 1.138 17.561 -10.428  O39 0.984
46 C -4.029 17.031 -12.549  C47 1.503, H49 1.058, H50 1.072, H51 1.048
47 C -4.002 15.529 -12.585  C46 1.503, O48 1.374, H52 1.080, H53 1.142
48 O -4.432 15.083 -13.811  C47 1.374, H54 0.944
49 H -4.980 17.444 -12.759  C46 1.058
50 H -3.235 17.345 -13.198  C46 1.072
51 H -3.847 17.301 -11.553  C46 1.048
52 H -4.576 15.126 -11.764  C47 1.080
53 H -2.911 15.251 -12.390  C47 1.142
54 H -5.339 14.874 -13.656  O48 0.944
55 C 1.706 15.702 -7.338  O56 1.384, N57 1.324, N58 1.309
56 O 2.552 15.930 -8.409  C55 1.384
57 N 1.945 14.810 -6.389  C55 1.324, H59 1.051, H60 0.998
58 N 0.535 16.288 -7.330  C55 1.309, H61 1.015, H62 0.992
59 H 2.767 14.158 -6.455  N57 1.051
60 H 1.434 14.859 -5.533  N57 0.998
61 H 0.283 16.630 -8.252  N58 1.015
62 H -0.278 15.882 -6.933  N58 0.992
63 C -2.178 15.146 -9.349  O64 1.377, H65 1.041, H66 1.104, H67 1.075
64 O -3.497 15.489 -9.543  C63 1.377, H68 0.957
65 H -1.625 15.894 -8.882  C63 1.041
66 H -1.688 14.943 -10.316  C63 1.104
67 H -2.020 14.255 -8.768  C63 1.075
68 H -3.909 14.689 -9.870  O64 0.957

Results
- LUMO energy: 0.35 eV
- Total energy: -1271.0877 hartree
- Energy above the lowest of the compared OMol25 structures with the same formula, charge and spin: 110.8 kJ/mol
- F_max: 8.099 eV/A
- Multiplicity: 1
- E_HOMO: -8.551 eV
- Frontier orbital gap: 8.901 eV

Density functional theory data (ωB97M-V/def2-TZVPD) for a 8-piece molecular cluster, C14H45NO9 overall at a distorted geometry.

Last columns: bonded neighbours and bond lengths (Å).
Atoms and positions in Å:
1 C -2.021 -4.623 0.310  O2 1.404, H11 1.091, H12 1.085, H13 1.089
2 O -1.505 -3.424 -0.207  C1 1.404, C3 1.418
3 C -0.655 -3.595 -1.328  O2 1.418, C4 1.539, C6 1.532, H14 1.090
4 C 0.681 -4.263 -0.960  C3 1.539, N5 1.487, H15 1.089, H16 1.078
5 N 0.648 -5.687 -1.387  C4 1.487, H17 1.015, H18 1.014
6 C -0.488 -2.280 -2.094  C3 1.532, C7 1.545, H19 1.084, H20 1.080
7 C -0.772 -0.996 -1.283  C6 1.545, C8 1.547, H21 1.080, H22 1.076
8 C 0.454 -0.054 -1.326  C7 1.547, C9 1.508, H23 1.086, H24 1.087
9 C 0.430 0.918 -0.174  C8 1.508, O10 1.432, H25 1.086, H26 1.089
10 O 0.645 0.206 1.050  C9 1.432, H27 0.963
11 H -1.377 -5.043 1.084  C1 1.091
12 H -2.969 -4.395 0.786  C1 1.085
13 H -2.204 -5.365 -0.466  C1 1.089
14 H -1.135 -4.302 -2.004  C3 1.090
15 H 0.851 -4.229 0.115  C4 1.089
16 H 1.494 -3.823 -1.514  C4 1.078
17 H 1.568 -6.098 -1.260  N5 1.015
18 H 0.030 -6.203 -0.770  N5 1.014
19 H -1.151 -2.300 -2.952  C6 1.084
20 H 0.509 -2.228 -2.506  C6 1.080
21 H -0.972 -1.187 -0.238  C7 1.080
22 H -1.575 -0.459 -1.756  C7 1.076
23 H 0.461 0.497 -2.262  C8 1.086
24 H 1.356 -0.648 -1.205  C8 1.087
25 H -0.524 1.434 -0.122  C9 1.086
26 H 1.253 1.620 -0.300  C9 1.089
27 H 1.212 0.731 1.625  O10 0.963
28 C 4.151 2.291 -1.741  O29 1.427, H30 1.087, H31 1.093, H32 1.093
29 O 3.135 3.289 -1.646  C28 1.427, H33 0.963
30 H 3.667 1.319 -1.781  C28 1.087
31 H 4.741 2.439 -2.649  C28 1.093
32 H 4.806 2.329 -0.866  C28 1.093
33 H 3.577 4.143 -1.608  O29 0.963
34 C -2.490 2.752 -2.426  O35 1.428, H36 1.085, H37 1.095, H38 1.092
35 O -2.670 1.653 -1.532  C34 1.428, H39 0.962
36 H -1.802 2.443 -3.207  C34 1.085
37 H -3.443 3.039 -2.883  C34 1.095
38 H -2.066 3.604 -1.891  C34 1.092
39 H -3.278 1.933 -0.840  O35 0.962
40 C 1.256 0.904 4.999  O41 1.431, H42 1.087, H43 1.094, H44 1.086
41 O 2.158 1.047 3.897  C40 1.431, H45 0.962
42 H 0.330 0.486 4.613  C40 1.087
43 H 1.671 0.223 5.747  C40 1.094
44 H 1.049 1.869 5.453  C40 1.086
45 H 2.978 1.419 4.235  O41 0.962
46 C -0.858 4.451 1.449  O47 1.422, H48 1.087, H49 1.094, H50 1.094
47 O -0.668 4.400 0.040  C46 1.422, H51 0.963
48 H -1.718 3.829 1.685  C46 1.087
49 H 0.016 4.060 1.977  C46 1.094
50 H -1.057 5.473 1.784  C46 1.094
51 H 0.097 4.944 -0.175  O47 0.963
52 C -2.590 2.356 -6.190  O53 1.424, H54 1.087, H55 1.093, H56 1.093
53 O -1.336 2.236 -5.526  C52 1.424, H57 0.963
54 H -3.295 1.707 -5.677  C52 1.087
55 H -2.960 3.384 -6.148  C52 1.093
56 H -2.513 2.041 -7.233  C52 1.093
57 H -0.708 2.809 -5.977  O53 0.963
58 C 2.081 -5.935 2.069  O59 1.425, H60 1.088, H61 1.093, H62 1.093
59 O 3.033 -5.861 1.011  C58 1.425, H63 0.963
60 H 1.154 -6.331 1.661  C58 1.088
61 H 2.429 -6.600 2.864  C58 1.093
62 H 1.892 -4.942 2.483  C58 1.093
63 H 3.848 -5.507 1.381  O59 0.963
64 C -1.682 3.698 5.326  O65 1.425, H66 1.087, H67 1.093, H68 1.093
65 O -0.524 3.441 6.115  C64 1.425, H69 0.963
66 H -1.448 3.422 4.301  C64 1.087
67 H -2.530 3.100 5.668  C64 1.093
68 H -1.950 4.758 5.356  C64 1.093
69 H -0.726 3.683 7.025  O65 0.963

Results
- LUMO energy: 0.55 eV
- Total energy: -1292.1360 hartree
- Energy above the lowest of the compared OMol25 structures with the same formula, charge and spin: 172.4 kJ/mol
- F_max: 1.548 eV/A
- Multiplicity: 1
- E_HOMO: -8.681 eV
- Frontier orbital gap: 9.234 eV

Density functional theory data (ωB97M-V/def2-TZVPD) for a 10-piece molecular cluster, C14H46F6O9P overall at a distorted geometry.

Last columns: bonded neighbours and bond lengths (Å).
Atoms and positions in Å:
1 P -0.053 -0.953 1.636  F2 1.608, F3 1.650, F4 1.612, F5 1.580, F6 1.620, F7 1.668
2 F 0.131 0.217 2.725  P1 1.608
3 F 1.537 -1.334 1.855  P1 1.650
4 F -0.429 -2.108 2.696  P1 1.612
5 F -0.267 -2.069 0.538  P1 1.580
6 F -1.643 -0.654 1.541  P1 1.620
7 F 0.308 0.189 0.474  P1 1.668
8 C 2.486 -8.102 2.890  O9 1.453, H10 1.090, H11 1.090, H12 1.090
9 O 2.056 -9.251 2.112  C8 1.453, H13 0.960
10 H 1.600 -7.533 3.171  C8 1.090
11 H 2.957 -8.295 3.854  C8 1.090
12 H 3.165 -7.387 2.425  C8 1.090
13 H 1.159 -9.136 1.790  O9 0.960
14 C -3.350 -2.991 7.356  O15 1.414, H16 1.090, H17 1.090, H18 1.090
15 O -2.816 -1.720 7.041  C14 1.414, H19 0.960
16 H -3.747 -3.483 6.468  C14 1.090
17 H -2.666 -3.702 7.819  C14 1.090
18 H -4.238 -2.914 7.984  C14 1.090
19 H -2.336 -1.938 6.239  O15 0.960
20 C 3.002 -5.812 -4.371  C21 1.535, H24 1.090, H25 1.090, H26 1.090
21 C 4.529 -5.952 -4.435  C20 1.535, C22 1.574, O23 1.403, H27 1.090
22 C 5.243 -5.633 -3.069  C21 1.574, H28 1.090, H29 1.090, H30 1.090
23 O 4.855 -7.283 -4.740  C21 1.403, H31 0.960
24 H 2.600 -5.845 -5.384  C20 1.090
25 H 2.761 -4.835 -3.952  C20 1.090
26 H 2.509 -6.534 -3.721  C20 1.090
27 H 4.888 -5.210 -5.148  C21 1.090
28 H 5.149 -6.453 -2.358  C22 1.090
29 H 4.862 -4.800 -2.478  C22 1.090
30 H 6.278 -5.330 -3.223  C22 1.090
31 H 4.970 -7.858 -3.980  O23 0.960
32 C 0.155 1.980 -7.620  C33 1.620, H36 1.090, H37 1.090, H38 1.090
33 C 0.651 0.446 -7.464  C32 1.620, C34 1.495, O35 1.431, H39 1.090
34 C 2.140 0.343 -7.387  C33 1.495, H40 1.090, H41 1.090, H42 1.090
35 O 0.087 -0.161 -6.298  C33 1.431, H43 0.960
36 H 0.483 2.790 -6.968  C32 1.090
37 H -0.923 2.125 -7.549  C32 1.090
38 H 0.518 2.284 -8.602  C32 1.090
39 H 0.311 -0.052 -8.372  C33 1.090
40 H 2.440 -0.579 -6.889  C34 1.090
41 H 2.462 1.207 -6.805  C34 1.090
42 H 2.618 0.351 -8.367  C34 1.090
43 H 0.465 0.276 -5.531  O35 0.960
44 C -7.359 3.485 1.343  C45 1.465, H48 1.090, H49 1.090, H50 1.090
45 C -6.350 4.546 1.289  C44 1.465, C46 1.545, O47 1.440, H51 1.090
46 C -6.797 5.998 1.568  C45 1.545, H52 1.090, H53 1.090, H54 1.090
47 O -5.353 4.036 2.194  C45 1.440, H55 0.960
48 H -8.335 3.902 1.096  C44 1.090
49 H -7.542 3.001 2.303  C44 1.090
50 H -7.305 2.706 0.582  C44 1.090
51 H -5.876 4.504 0.308  C45 1.090
52 H -6.044 6.743 1.311  C46 1.090
53 H -7.104 6.209 2.593  C46 1.090
54 H -7.625 6.257 0.908  C46 1.090
55 H -5.114 3.206 1.776  O47 0.960
56 C 3.523 7.580 1.294  C57 1.556, H60 1.090, H61 1.090, H62 1.090
57 C 2.530 6.404 1.522  C56 1.556, C58 1.540, O59 1.426, H63 1.090
58 C 1.146 6.781 0.962  C57 1.540, H64 1.090, H65 1.090, H66 1.090
59 O 3.009 5.300 0.758  C57 1.426, H67 0.960
60 H 3.105 8.467 1.772  C56 1.090
61 H 3.666 7.695 0.220  C56 1.090
62 H 4.473 7.272 1.731  C56 1.090
63 H 2.368 6.120 2.562  C57 1.090
64 H 1.148 6.947 -0.116  C58 1.090
65 H 0.656 7.702 1.278  C58 1.090
66 H 0.489 5.932 1.148  C58 1.090
67 H 2.306 4.690 0.523  O59 0.960
68 O -3.363 -5.323 -1.558  H69 0.957, H70 0.957
69 H -2.683 -5.447 -2.220  O68 0.957
70 H -3.102 -4.528 -1.092  O68 0.957
71 O -1.773 3.982 6.264  H72 0.957, H73 0.957
72 H -1.598 3.512 5.449  O71 0.957
73 H -2.488 4.580 6.049  O71 0.957
74 O 3.482 0.217 7.049  H75 0.957, H76 0.957
75 H 3.187 0.104 6.145  O74 0.957
76 H 3.816 1.114 7.082  O74 0.957

Results
- LUMO energy: 2.20 eV
- Total energy: -2178.8878 hartree
- Energy above the lowest of the compared OMol25 structures with the same formula, charge and spin: 307.7 kJ/mol
- Charge: -1
- F_max: 3.800 eV/A
- Multiplicity: 1
- E_HOMO: -8.355 eV
- Frontier orbital gap: 10.551 eV